No. 1
C6H12O | ωB97M-V/def2-TZVPD

Geometry as XYZ:
```
19
Properties=species:S:1:pos:R:3
H -2.6651 -0.6701 -1.4908
C 1.6071 1.6456 0.0517
C 2.0551 2.6804 -0.6719
O -3.6176 -0.5068 -1.7476
H -3.9334 0.1924 -1.3038
H 0.2445 -3.4409 0.5507
C 0.2048 -1.3840 0.3964
H 0.8045 -1.5295 -0.5153
H -0.4761 1.7237 -0.1132
H 0.1951 0.6368 -1.2040
H 0.6303 -2.7784 2.1203
H 1.5050 3.3249 -1.3898
H 3.0217 3.1119 -0.5646
H -0.7368 0.1876 1.5916
C 0.2904 1.0047 -0.1460
H -1.0728 -2.8387 1.6076
H 2.0648 1.3977 0.9628
C 0.0304 -2.6277 1.1836
C -0.1518 -0.1298 0.6822
```

Values from the calculation:
**HOMO level**: -9.47 eV
**F_max**: 0.119 hartree/bohr
**Calculated total energy**: -8461.577 eV
**ΔE to the lowest compared entry with this formula, charge and spin**: 64.0 kcal/mol
**2S+1**: 1
**LUMO energy**: 0.92 eV
**Structure (SMILES)**: C=CC/C=C/C.O
**HOMO-LUMO gap**: 0.3818 Ha



No. 2
C2H10F6FeNO9S2 | ωB97M-V/def2-TZVPD

Geometry as XYZ:
```
31
Properties=species:S:1:pos:R:3
H -0.6997 4.0309 0.3182
O 3.7225 3.0171 -0.0653
O 3.8206 -0.7637 -1.5530
F -2.0172 -4.4821 0.3977
F -4.4715 0.5938 1.9580
S -1.7664 -2.2029 -0.9571
O 0.0215 3.5486 0.7226
H 0.3024 4.1029 1.4507
F -0.2080 -4.4364 -0.6968
S -2.3686 -1.0114 1.2916
H 3.8498 3.9216 0.2208
O -1.8001 -0.4518 2.5036
O 2.1510 0.1656 2.3765
Fe 1.2637 0.8959 -0.4237
O 0.7463 1.6972 -3.3435
H -0.1169 1.5519 -3.7307
H 1.3164 1.8806 -4.0903
C -1.0203 -3.7198 0.0592
F -3.1933 1.5446 0.5677
H 2.9486 0.3922 2.8549
H 4.0159 -1.3443 -2.2885
F -0.3851 -3.2559 1.1720
C -3.7001 0.3589 0.9546
H 4.6139 -0.7794 -1.0176
O -1.0075 -2.1933 -2.1936
O -3.0576 -2.2630 1.5915
O -3.2150 -2.4433 -1.0710
H 4.5805 2.6074 0.0451
F -4.4908 -0.0843 -0.0131
N -1.3144 -0.9641 -0.0944
H 1.4793 0.0864 3.0538
```

Values from the calculation:
**HOMO level (spin up / spin down)**: -12.91 / -12.78 eV
**F_max**: 0.094 hartree/bohr
**Calculated total energy**: -94503.010 eV
**ΔE to the lowest compared entry with this formula, charge and spin**: 184.7 kcal/mol
**2S+1**: 5
**Charge**: +1
**LUMO energy (spin up / spin down)**: -7.35 / -8.67 eV
**⟨S²⟩**: 6.0092
**HOMO-LUMO gap (spin up / spin down)**: 0.2042 / 0.1511 Ha



No. 3
C4H11N3 | ωB97M-V/def2-TZVPD

Geometry as XYZ:
```
18
Properties=species:S:1:pos:R:3
C 1.0277 -0.8659 -0.4279
H 2.0548 -1.2160 -0.5928
H 0.9608 2.5281 -0.9446
C 0.3971 -0.8753 0.9324
N -0.6812 0.1202 1.1792
H 1.6878 0.4900 -2.0369
H 1.9762 1.8325 0.0312
H -0.0986 -1.8004 1.2128
H 1.1124 -0.8461 1.7740
H -0.0271 0.6067 -1.6286
H -2.4295 0.8262 0.4978
H -3.5036 -1.1496 0.3863
C 0.9813 0.4624 -1.2263
N -2.5122 -1.2339 0.6082
H -0.3182 0.9957 0.8067
N 1.0676 1.6651 -0.4018
C -2.0072 -0.0954 0.9032
H 0.3118 -1.4441 -1.0729
```

Values from the calculation:
**HOMO level**: -8.65 eV
**F_max**: 0.060 hartree/bohr
**Calculated total energy**: -8795.512 eV
**ΔE to the lowest compared entry with this formula, charge and spin**: 48.6 kcal/mol
**2S+1**: 1
**LUMO energy**: 0.85 eV
**Structure (SMILES)**: [H]/N=C/NCCCN
**HOMO-LUMO gap**: 0.3491 Ha



No. 4
C5H8Cl2 | ωB97M-V/def2-TZVPD

Geometry as XYZ:
```
15
Properties=species:S:1:pos:R:3
H -0.9963 1.5098 -2.8475
H -1.4869 1.1415 -0.0377
Cl -0.4982 -2.7081 0.1081
C 0.9356 -1.2921 2.0500
C -0.5631 1.8594 -2.0106
H 0.7453 -2.0036 2.7826
H 0.9475 -0.3759 2.4736
H -1.0500 2.8104 -1.7905
C -0.6509 1.0544 -0.7332
H 1.8168 -1.3115 1.5281
H 0.4931 1.9493 -2.1714
Cl 1.3956 -0.6226 -1.3813
H -1.0197 -0.8195 1.4867
C 0.1556 0.0596 -0.4578
C -0.2243 -1.2512 1.0008
```

Values from the calculation:
**HOMO level**: -9.38 eV
**F_max**: 0.098 hartree/bohr
**Calculated total energy**: -30356.954 eV
**ΔE to the lowest compared entry with this formula, charge and spin**: 67.5 kcal/mol
**2S+1**: 1
**LUMO energy**: 0.88 eV
**HOMO-LUMO gap**: 0.3773 Ha



No. 5
C4H6AgClF3O2 | ωB97M-V/def2-TZVPD

Geometry as XYZ:
```
17
Properties=species:S:1:pos:R:3
C 1.6131 0.1230 -0.5174
Cl 2.4666 -5.4492 -2.0473
C -1.0426 1.0116 0.7471
H -1.1405 0.6669 1.7856
F 1.1771 1.1292 -1.2816
H 0.5549 -0.9168 1.0772
Ag 1.4283 -3.9062 0.1535
H -1.9535 2.1972 -0.7056
C -2.2120 1.9013 0.3124
H -2.2538 2.8271 0.8830
O -0.8045 -0.0078 -0.1708
H -0.2043 1.7246 0.8137
F 2.3337 0.6370 0.5173
C 0.4020 -0.7572 -0.0026
F 2.4953 -0.5728 -1.2546
O 0.2516 -1.8987 -0.6857
H -3.1116 1.2906 0.3758
```

Values from the calculation:
**HOMO level**: -5.26 eV
**F_max**: 0.040 hartree/bohr
**Calculated total energy**: -33015.697 eV
**ΔE to the lowest compared entry with this formula, charge and spin**: 26.1 kcal/mol
**2S+1**: 1
**Charge**: -1
**LUMO energy**: 2.20 eV
**HOMO-LUMO gap**: 0.2743 Ha



No. 6
C8H18FN | ωB97M-V/def2-TZVPD

Geometry as XYZ:
```
28
Properties=species:S:1:pos:R:3
C 0.6334 -0.0170 0.2677
H -0.2988 -2.6660 2.2001
C -0.9185 -0.8287 -1.6967
H 1.9183 -1.5565 0.6942
H -1.3280 1.6420 -1.4713
C 0.8649 -1.4378 0.7488
H -0.6191 -0.7957 2.3090
H -3.7054 1.4010 -0.7214
C -3.0171 0.8713 -0.2040
C 0.1692 -1.5924 2.1012
H -1.8116 -1.3627 -1.8156
H -1.0154 1.7368 0.2459
H 1.1338 1.5292 -0.9160
F 0.5318 0.7585 1.4090
H -0.8149 -0.2053 -2.6835
N -0.7634 -0.0407 -0.4779
C 2.8533 1.1700 0.1194
H 2.3966 1.8859 0.8650
C -1.5535 1.1685 -0.4927
H 3.3350 0.2484 0.5299
H -3.0907 1.0462 0.7845
H 0.9316 -1.6009 2.8112
H 1.8313 0.1003 -1.4953
H -3.1122 -0.2823 -0.3496
H 3.5488 1.8103 -0.5290
C 1.6200 0.7054 -0.6423
H -0.1173 -1.5300 -1.7418
H 0.3980 -2.1573 0.1510
```

Values from the calculation:
**HOMO level**: -8.11 eV
**F_max**: 0.100 hartree/bohr
**Calculated total energy**: -12793.284 eV
**ΔE to the lowest compared entry with this formula, charge and spin**: 0.0 kcal/mol
**2S+1**: 1
**LUMO energy**: 0.98 eV
**Structure (SMILES)**: CCN(C)C(F)(CC)CC
**HOMO-LUMO gap**: 0.3341 Ha



No. 7
C7H11NO4 | ωB97M-V/def2-TZVPD

Geometry as XYZ:
```
23
Properties=species:S:1:pos:R:3
H -0.0900 -2.0270 -1.0035
N 2.4942 1.9574 0.3022
C -2.6960 -0.2203 0.4232
C 1.9961 -0.4672 0.7240
C -0.7178 0.7860 -0.6165
H -3.3518 -0.9758 0.3390
C -1.6115 -0.4389 -0.5455
H -3.0415 0.6930 0.2477
O 1.0570 -0.5135 1.5169
O -0.3704 1.3524 0.6226
C 2.7613 0.7811 0.7406
H -2.0154 -0.4758 -1.5395
C 0.0949 1.1442 -1.5270
C -0.8588 -1.6722 -0.2834
H -2.3201 -0.1780 1.4843
H 3.2585 2.6543 0.3490
O 2.4425 -1.4948 -0.0049
H -0.5683 0.6233 1.2614
H 1.6434 2.1004 -0.2729
O 0.5933 1.7089 -2.4419
H 3.2834 -1.3733 -0.3949
H -0.4399 -1.4915 0.7390
H -1.5431 -2.4729 -0.1199
```

Values from the calculation:
**HOMO level**: -8.27 eV
**F_max**: 0.091 hartree/bohr
**Calculated total energy**: -17112.611 eV
**ΔE to the lowest compared entry with this formula, charge and spin**: 105.6 kcal/mol
**2S+1**: 1
**LUMO energy**: 0.44 eV
**HOMO-LUMO gap**: 0.3201 Ha



No. 8
C25H30AuN5O5PTe | ωB97M-V/def2-TZVPD

Geometry as XYZ:
```
68
Properties=species:S:1:pos:R:3
H -2.4938 1.0546 5.3113
O 0.7457 1.6721 -0.4463
N 1.3042 -0.4663 1.1123
C 2.7944 -1.8852 2.4726
C 1.3255 -0.4178 -1.3281
C 1.3559 2.8302 -5.4905
Au -1.9331 1.3774 -0.0017
O -1.8762 4.3922 -2.8349
C 1.2299 -1.1042 -2.5408
H -4.3984 5.1429 -2.4050
H 0.8895 -3.0337 0.7745
C -2.4133 0.8460 4.2603
O 2.0906 1.6633 -2.2554
H -4.4224 3.3981 -2.7268
H -2.6856 -2.5977 -1.4800
H 5.1640 -2.8318 3.8178
C 1.6483 -1.0973 2.3358
H -2.7869 5.4590 -4.3100
C 1.2097 -1.1074 -0.1056
H 0.7058 -4.2155 -1.3605
H 0.9286 -2.9864 -3.5136
H -0.0384 -0.2037 3.2861
C 1.4834 1.0497 -1.4244
C -2.5041 -1.4581 1.4620
H 3.5692 -2.9353 0.7497
C 1.0060 -2.4645 -2.5713
C 2.1760 -2.2794 4.7786
C -2.7052 -3.4437 0.5524
H 1.4185 3.7231 -3.5306
C 0.7002 3.5212 -4.3255
C 0.8112 -0.8624 3.4234
H 4.2132 -3.8639 4.8808
O -0.3167 2.6248 -3.7836
H -2.7736 -1.2467 4.2877
H 1.3270 -0.5383 -3.4583
H -1.9808 2.7077 3.1712
C 4.2333 -3.3965 3.8986
C 0.9828 -2.4872 -0.1558
P -1.1783 3.0219 -2.5360
H 4.2687 -4.1853 3.1460
C -2.9424 4.4900 -3.8411
C -4.2901 4.3813 -3.1755
H -2.7934 -4.5139 0.5021
N -2.5241 -1.2490 0.1704
H 0.4425 -1.2434 5.5022
Te 0.3055 3.6089 -0.6599
H 1.2955 0.5378 1.1056
H 3.7462 -1.1889 0.6710
H 0.2014 4.4457 -4.6215
C -2.6547 -2.4794 -0.4114
C -2.1582 1.6485 3.1960
O -2.0682 1.8807 -2.1521
C -2.4074 -0.3595 2.4104
H -5.0708 4.5321 -3.9212
H 2.1959 3.4313 -5.8364
C 0.8838 -3.1479 -1.3615
H 4.7906 -2.1337 1.7281
C 3.7766 -2.0434 1.3457
H 1.7413 1.8617 -5.1779
H -2.5722 -3.2206 2.6548
N -2.1614 0.8871 2.0520
H 2.3826 -2.7532 5.7300
N -2.5736 -0.4228 3.7477
C 1.0806 -1.4399 4.6499
H 0.6600 2.6927 -6.3165
H -2.7893 3.7086 -4.5874
C 3.0348 -2.5058 3.7086
N -2.6064 -2.7808 1.7513
```

Values from the calculation:
**HOMO level**: -10.08 eV
**F_max**: 0.016 hartree/bohr
**Calculated total energy**: -64372.204 eV
**ΔE to the lowest compared entry with this formula, charge and spin**: 0.0 kcal/mol
**2S+1**: 1
**Charge**: +1
**LUMO energy**: -3.15 eV
**HOMO-LUMO gap**: 0.2546 Ha